Computed, not measured: a structure of composition C13H13AuBrNO7 in a non-equilibrium geometry, with ωB97M-V/def2-TZVPD.

The geometry in ORCA input format:
```
! wB97M-V def2-TZVPD RIJCOSX def2/J DEFGRID3
* xyz 0 1
Au -1.4136 1.3655 0.0180
O -1.3069 0.6798 -2.0838
C -1.3232 -0.7561 -1.9556
C -2.5963 -1.1871 -1.2552
N -2.6330 -0.8817 0.1678
C -3.9256 -0.4778 0.6976
C -4.3374 0.8668 0.1497
O -5.4748 1.1635 -0.0920
O -3.3334 1.6936 -0.0656
C -1.7483 -1.4784 1.0917
C -1.1402 -0.5117 2.2346
O -0.5739 -1.1055 3.1224
O -1.3641 0.7361 2.0988
H -0.4473 0.9439 -2.4333
H -1.3017 -1.2136 -2.9466
H -0.4492 -1.0779 -1.3921
H -3.4472 -0.6835 -1.7165
H -2.7180 -2.2666 -1.4131
H -4.7219 -1.1930 0.4746
H -3.8369 -0.3720 1.7793
H -2.2557 -2.1975 1.7475
H -0.8794 -1.9263 0.6212
Br 7.3715 1.0819 0.1169
C 5.4898 0.8886 0.0952
C 4.7063 1.9495 -0.3307
C 3.3286 1.8060 -0.3346
C 2.7475 0.6089 0.0711
C 3.5496 -0.4465 0.4865
C 4.9274 -0.3097 0.5060
C 1.2672 0.4283 0.0760
O 0.7521 -0.6687 0.2045
O 0.5799 1.5364 -0.0715
H 5.1673 2.8733 -0.6499
H 2.6974 2.6237 -0.6532
H 3.0833 -1.3711 0.7978
H 5.5599 -1.1210 0.8366
*
```

- ΔE to the lowest compared entry with this formula, charge and spin (eV) = 1.014
- E (eV) = -103246.3739
- HOMO-LUMO gap (spin up / spin down) (eV) = 5.7 / 5.7
- largest force on an atom (eV/A) = 3.5